[1]
DFT (ωB97M-V with the def2-TZVPD basis set) results for a gas-phase ion, C2H3N6 (charge +1) in a non-equilibrium geometry.

The geometry in ORCA input format:
```
! RIJCOSX wB97M-V def2-TZVPD def2/J DEFGRID3
* xyz 1 1
C -0.50 -1.89 -0.58
C -0.83 0.31 0.47
N -3.17 0.27 -0.29
N -0.64 -0.83 -1.17
N -0.65 -1.89 0.97
N -0.80 -0.76 1.35
N -2.15 0.52 0.07
N 0.05 1.35 0.56
H -0.27 -2.74 -1.13
H 0.24 1.81 -0.34
H 0.99 1.13 1.08
*
```

Molar mass ... 111.088 g mol⁻¹
Frontier orbital gap ... 0.303 hartree
Relative energy (zero: lowest compared OMol25 entry of this formula, charge and spin) ... 139.0 kJ/mol
Maximum force ... 0.0795 Eh/bohr
Calculated total energy ... -406.0906 Eh
E_HOMO ... -14.9 eV

These are the natural (NBO) partial charges, in e, on atoms 1 to 2:
1. C 0.080
2. C 0.425

=====

[2]
DFT (ωB97M-V with the def2-TZVPD basis set) results for 8 unconnected molecules or ions with the total composition C27H50O13S in a non-equilibrium geometry.

The geometry in ORCA input format:
```
! RIJCOSX wB97M-V def2-TZVPD def2/J DEFGRID3
* xyz 0 1
C 0.23 -10.00 -6.64
C 0.66 -8.69 -6.00
C 2.02 -8.13 -6.28
O 1.77 -6.75 -6.58
C 0.55 -6.56 -6.94
O 0.12 -5.44 -7.20
O -0.13 -7.79 -6.85
H 0.61 -10.09 -7.66
H -0.84 -10.15 -6.74
H 0.76 -10.77 -6.08
H 0.44 -8.60 -4.94
H 2.59 -8.70 -7.01
H 2.62 -8.12 -5.37
C 2.37 -4.68 6.00
C 2.11 -4.03 4.59
C 3.29 -3.97 3.65
O 2.62 -4.05 2.44
C 1.52 -4.89 2.54
O 0.92 -5.51 1.64
O 1.24 -4.92 3.87
H 2.55 -3.95 6.78
H 3.27 -5.29 5.92
H 1.56 -5.33 6.33
H 1.45 -3.16 4.62
H 4.01 -4.79 3.64
H 3.87 -3.06 3.81
C -2.63 -1.66 10.31
C -3.65 -1.02 9.43
O -4.84 -1.31 9.54
C -3.28 -0.11 8.30
H -3.08 -2.48 10.87
H -2.34 -1.07 11.17
H -1.83 -2.05 9.68
H -4.20 0.28 7.87
H -2.71 -0.71 7.59
H -2.78 0.81 8.61
C 5.99 0.10 -9.64
C 5.66 0.85 -8.43
O 6.44 1.40 -7.68
C 4.31 0.44 -7.87
H 6.92 0.48 -10.08
H 5.21 0.42 -10.33
H 6.18 -0.97 -9.60
H 4.37 0.76 -6.83
H 4.26 -0.64 -7.83
H 3.46 0.96 -8.32
C 2.52 8.85 -3.79
C 3.66 8.85 -2.83
O 4.66 9.35 -3.14
C 3.42 7.86 -1.67
H 2.86 8.38 -4.71
H 2.19 9.88 -3.85
H 1.62 8.34 -3.43
H 3.81 6.87 -1.92
H 2.38 7.70 -1.39
H 3.96 8.18 -0.77
C 4.19 3.51 6.01
C 5.00 3.03 7.24
O 4.99 1.90 7.70
C 5.71 4.07 8.01
H 3.46 4.24 6.37
H 3.69 2.70 5.48
H 4.81 4.14 5.37
H 5.24 5.04 8.18
H 6.74 4.24 7.72
H 5.76 3.70 9.03
C -9.95 1.55 0.91
C -10.18 2.98 0.25
O -9.36 3.84 0.51
C -11.51 3.37 -0.44
H -9.24 0.94 0.35
H -10.92 1.05 0.94
H -9.75 1.66 1.97
H -11.51 4.45 -0.54
H -12.39 2.94 0.04
H -11.53 3.04 -1.48
C -3.41 1.17 -2.44
C -2.99 2.62 -2.44
C -2.60 2.98 -0.93
S -1.43 1.55 -0.51
O -1.77 0.99 0.81
O -0.06 1.96 -0.95
C -2.25 0.38 -1.85
H -3.50 0.98 -3.51
H -4.43 1.08 -2.07
H -3.76 3.36 -2.65
H -2.15 2.80 -3.11
H -3.47 2.75 -0.30
H -2.24 3.95 -0.60
H -2.52 -0.55 -1.37
H -1.37 0.25 -2.48
*
```

Molar mass ... 614.751 g mol⁻¹
Frontier orbital gap ... 0.363 hartree
Relative energy (zero: lowest compared OMol25 entry of this formula, charge and spin) ... 99.6 kJ/mol
SMILES ... C[C@H]1COC(=O)O1.C[C@H]1COC(=O)O1.O=S1(=O)CCCC1.CC(C)=O.CC(C)=O.CC(C)=O.CC(C)=O.CC(C)=O
Maximum force ... 0.0989 Eh/bohr
Calculated total energy ... -2434.9308 Eh
E_HOMO ... -9.5 eV

These are the Mulliken partial charges, in e, on atoms 1 to 2:
1. C -1.400
2. C 0.484

=====

[3]
DFT (ωB97M-V with the def2-TZVPD basis set) results for a molecular structure, C24H21Br2ClInN3OS2.

The geometry in ORCA input format:
```
! RIJCOSX wB97M-V def2-TZVPD def2/J DEFGRID3
* xyz 0 1
In 0.16 -0.11 -0.23
Br 1.11 3.74 0.47
C -0.73 4.20 0.17
Br -1.95 2.71 0.30
H -0.82 4.60 -0.83
H -1.02 4.92 0.92
O 2.99 0.38 -0.01
C 4.09 -0.08 -0.80
C 4.13 -1.59 -0.91
C 2.89 -2.21 -1.59
C 2.03 -3.01 -0.64
C 2.22 -4.38 -0.51
C 1.52 -5.08 0.45
C 0.66 -4.39 1.29
C 0.50 -3.04 1.09
N 1.16 -2.35 0.14
H 3.13 0.13 0.92
H 5.02 0.30 -0.38
H 3.95 0.38 -1.77
H 4.25 -2.01 0.09
H 5.03 -1.86 -1.46
H 3.21 -2.86 -2.41
H 2.28 -1.43 -2.04
H 2.91 -4.89 -1.17
H 1.65 -6.15 0.56
H 0.10 -4.90 2.07
H -0.18 -2.46 1.70
S 0.24 0.29 2.16
C -1.43 -0.08 2.59
C -1.80 0.24 3.90
C -3.08 0.00 4.38
C -3.40 0.36 5.74
N -3.64 0.65 6.83
C -4.03 -0.57 3.53
C -3.67 -0.88 2.23
C -2.39 -0.66 1.73
S -2.10 -1.11 0.05
C -5.38 -0.83 3.98
N -6.45 -1.04 4.33
H -1.08 0.70 4.55
H -4.42 -1.32 1.57
Cl -1.99 5.69 -3.98
C -1.30 4.17 -3.51
C 0.05 4.10 -3.19
C 0.59 2.88 -2.81
C -0.18 1.73 -2.74
C 0.40 0.42 -2.32
C -1.53 1.83 -3.09
C -2.09 3.04 -3.47
H 0.66 4.99 -3.23
H 1.64 2.84 -2.54
H 1.47 0.37 -2.54
H -0.10 -0.41 -2.81
H -2.16 0.95 -3.03
H -3.14 3.10 -3.72
*
```

Molar mass ... 741.665 g mol⁻¹
Frontier orbital gap ... 0.289 hartree
Relative energy (zero: lowest compared OMol25 entry of this formula, charge and spin) ... 15.5 kJ/mol
Maximum force ... 0.0087 Eh/bohr
Calculated total energy ... -7761.4449 Eh
E_HOMO ... -8.0 eV

These are the Mulliken partial charges, in e, on atoms 1 to 2:
1. In 0.852
2. Br -0.099

=====

[4]
DFT (ωB97M-V with the def2-TZVPD basis set) results for a molecular structure, C25H22BHfNO3S in a non-equilibrium geometry.

The geometry in ORCA input format:
```
! RIJCOSX wB97M-V def2-TZVPD def2/J DEFGRID3
* xyz 2 1
Hf -0.66 -0.61 0.19
C -2.51 -4.11 -1.51
C -3.78 -3.52 -1.82
C -3.90 -2.14 -1.63
C -2.74 -1.39 -1.43
N -1.58 -2.01 -1.03
C -1.41 -3.34 -1.21
C -2.78 0.09 -1.49
C -3.85 0.77 -2.07
C -3.95 2.14 -2.01
C -2.94 2.86 -1.36
C -1.87 2.22 -0.77
C -1.79 0.84 -0.79
H -2.32 -5.15 -1.62
H -4.69 -4.12 -2.09
H -4.86 -1.68 -1.77
H -0.44 -3.72 -1.00
H -4.59 0.21 -2.65
H -4.72 2.65 -2.55
H -2.93 3.94 -1.37
H -1.10 2.82 -0.29
O 2.74 -0.54 0.17
B 1.56 -1.15 -0.35
O 1.68 -1.69 -1.69
C 3.08 -1.51 -1.93
C 3.79 -1.78 -3.07
C 5.13 -1.34 -3.11
C 5.69 -0.59 -2.08
C 4.94 -0.26 -0.94
C 3.66 -0.70 -0.88
H 3.34 -2.41 -3.85
H 5.73 -1.68 -3.97
H 6.71 -0.32 -2.12
H 5.36 0.39 -0.19
C 2.01 3.89 2.03
C 0.90 2.88 1.96
C -0.36 3.09 2.57
C -1.18 2.01 2.84
C -0.73 0.69 2.52
C 0.54 0.49 1.90
C 1.22 1.61 1.39
S -1.56 -0.76 3.12
C -0.43 -1.17 4.53
O -1.17 -1.75 1.80
H 1.82 4.68 2.81
H 2.22 4.41 1.07
H 3.02 3.40 2.34
H -0.55 4.10 2.95
H -2.10 2.09 3.48
H 1.00 -0.50 1.97
H 1.92 1.54 0.58
H 0.58 -0.74 4.35
H -0.33 -2.27 4.55
H -0.83 -0.85 5.50
*
```

Molar mass ... 605.824 g mol⁻¹
Frontier orbital gap ... 0.222 hartree
Maximum force ... 0.0780 Eh/bohr
Calculated total energy ... -1716.8322 Eh
E_HOMO ... -13.3 eV

These are the natural (NBO) partial charges, in e, on atoms 1 to 2:
1. Hf 2.210
2. C -0.231

=====

[5]
DFT (ωB97M-V with the def2-TZVPD basis set) results for a molecular structure, C22H41ClDyNOP3 in a non-equilibrium geometry.

The geometry in ORCA input format:
```
! RIJCOSX wB97M-V def2-TZVPD def2/J DEFGRID3
* xyz 3 6
Dy 0.00 0.97 0.71
P -1.77 0.67 2.93
P 1.46 -1.42 0.94
P -2.01 -0.54 -0.53
H 0.51 3.01 -1.15
C -0.52 2.61 -1.13
C -1.39 2.99 -0.10
H -1.04 3.71 0.66
C -1.43 1.67 4.45
C -1.91 -0.99 3.72
C -3.56 1.07 2.73
C 2.48 -1.50 -0.56
C 2.66 -1.42 2.33
C 0.66 -3.05 1.05
C -3.42 0.38 -1.27
C -2.87 -1.93 0.26
C -1.26 -1.31 -2.03
H -0.83 2.14 -2.08
H -2.47 2.86 -0.12
H -1.32 2.73 4.15
H -0.49 1.35 4.91
H -2.25 1.58 5.17
H -0.91 -1.30 4.06
H -2.27 -1.73 2.99
H -2.59 -0.94 4.58
H -3.66 2.10 2.38
H -4.06 0.96 3.69
H -4.03 0.41 1.99
H 3.22 -2.32 -0.54
H 3.04 -0.56 -0.68
H 1.88 -1.62 -1.47
H 3.38 -2.25 2.32
H 2.13 -1.46 3.28
H 3.23 -0.49 2.32
H 1.36 -3.89 1.17
H 0.05 -3.27 0.16
H -0.03 -3.08 1.91
H -3.97 -0.28 -1.96
H -3.06 1.26 -1.81
H -4.10 0.72 -0.47
H -3.47 -2.46 -0.51
H -3.55 -1.58 1.05
H -2.15 -2.65 0.70
H -2.07 -1.74 -2.63
H -0.54 -2.09 -1.76
H -0.74 -0.55 -2.63
C 1.59 -2.35 -4.91
C 2.50 -2.52 -5.98
C 2.30 -1.72 -7.12
C 1.19 -0.89 -7.24
C 0.19 -0.93 -6.25
C 0.33 -1.77 -5.17
O 1.86 -2.47 -3.56
H 2.64 -3.01 -3.34
H 3.34 -3.21 -5.95
H 3.02 -1.73 -7.94
H 1.08 -0.19 -8.08
H -0.69 -0.31 -6.32
H -0.45 -1.89 -4.42
Cl 3.25 2.21 5.57
C 2.64 2.77 4.05
C 2.95 4.04 3.57
C 2.41 4.46 2.36
C 1.60 3.58 1.65
N 1.37 2.31 2.08
C 1.81 1.92 3.31
H 3.60 4.68 4.17
H 2.60 5.44 1.95
H 1.08 3.87 0.72
H 1.49 0.95 3.68
*
```

Molar mass ... 626.451 g mol⁻¹
Frontier orbital gap (spin up / spin down) ... 0.112 / 0.117 hartree
Relative energy (zero: lowest compared OMol25 entry of this formula, charge and spin) ... 0.0 kJ/mol
Maximum force ... 0.0674 Eh/bohr
Calculated total energy ... -3361.2070 Eh
E_HOMO (spin up / spin down) ... -14.2 / -14.2 eV

These are the Mulliken partial charges, in e, on atoms 1 to 2:
1. Dy 0.066
2. P 0.868

=====

[6]
DFT (ωB97M-V with the def2-TZVPD basis set) results for a molecular structure, C43H35N7O4SSn.

The geometry in ORCA input format:
```
! RIJCOSX wB97M-V def2-TZVPD def2/J DEFGRID3
* xyz 2 1
Sn 0.08 0.27 0.10
O -1.46 -0.04 -1.85
C -2.13 -0.79 -2.57
C -3.19 -0.36 -3.43
C -4.08 -1.28 -4.00
C -3.96 -2.64 -3.86
C -2.79 -3.27 -3.21
C -1.88 -2.28 -2.46
C -0.42 -2.50 -2.73
N 0.45 -2.29 -1.85
N 1.70 -2.49 -1.72
C 2.43 -1.48 -1.15
O 1.95 -0.35 -0.90
C 3.82 -1.79 -0.84
C 4.61 -0.82 -0.22
C 5.91 -1.11 0.13
C 6.44 -2.37 -0.13
C 5.66 -3.34 -0.75
C 4.36 -3.06 -1.11
H -3.34 0.70 -3.57
H -4.92 -0.88 -4.56
H -4.72 -3.29 -4.28
H -2.27 -3.90 -3.94
H -0.13 -2.78 -3.74
H 4.19 0.16 -0.03
H 6.52 -0.36 0.61
H 7.46 -2.60 0.15
H 6.07 -4.32 -0.96
H 3.74 -3.80 -1.61
C -0.27 3.90 3.58
O 0.59 2.85 4.08
C 0.68 1.94 3.11
N 0.09 2.15 2.01
C -0.59 3.46 2.13
C -2.08 3.39 1.89
C -2.80 2.21 2.06
C -4.18 2.19 1.91
C -4.86 3.36 1.60
C -4.15 4.55 1.44
C -2.77 4.56 1.57
C 1.45 0.72 3.47
C 2.39 0.74 4.49
C 3.01 -0.46 4.83
C 2.62 -1.62 4.18
C 1.67 -1.52 3.17
N 1.10 -0.37 2.80
C 1.20 -2.71 2.43
N 0.85 -2.67 1.20
C 0.51 -4.05 0.81
C 0.60 -4.84 2.14
O 1.16 -3.88 3.08
C -0.76 -4.06 0.01
C -1.56 -3.00 0.02
C -2.53 -2.81 -1.07
C -3.05 -4.04 -1.86
C -2.14 -5.22 -1.67
C -1.07 -5.20 -0.87
H -1.16 3.93 4.20
H 0.24 4.85 3.64
H -0.15 4.15 1.41
H -2.28 1.30 2.35
H -4.72 1.27 2.06
H -5.93 3.36 1.51
H -4.68 5.47 1.22
H -2.23 5.49 1.45
H 2.61 1.66 5.01
H 3.76 -0.49 5.60
H 3.05 -2.58 4.42
H 1.29 -4.40 0.12
H -0.37 -5.16 2.51
H 1.27 -5.69 2.09
H -1.43 -2.21 0.75
H -3.34 -2.13 -0.80
H -4.09 -4.32 -1.71
H -2.39 -6.13 -2.22
H -0.44 -6.08 -0.79
N -0.18 6.85 -3.38
C 0.53 6.46 -2.32
S 1.29 7.51 -1.31
C 0.53 5.00 -2.02
C 1.59 4.42 -1.32
C 1.51 3.11 -0.93
N 0.43 2.34 -1.19
C -0.56 2.87 -1.90
C -0.55 4.18 -2.34
H -0.20 7.83 -3.62
H -0.55 6.20 -4.05
H 2.46 5.02 -1.08
H 2.32 2.64 -0.40
H -1.40 2.22 -2.12
H -1.41 4.56 -2.87
*
```

Molar mass ... 864.576 g mol⁻¹
Frontier orbital gap (spin up / spin down) ... 0.202 / 0.219 hartree
Relative energy (zero: lowest compared OMol25 entry of this formula, charge and spin) ... 29.0 kJ/mol
Maximum force ... 0.0136 Eh/bohr
Calculated total energy ... -2955.7725 Eh
E_HOMO (spin up / spin down) ... -12.6 / -12.6 eV

These are the natural (NBO) partial charges, in e, on atoms 1 to 2:
1. Sn 1.606
2. O -0.714

=====

[7]
DFT (ωB97M-V with the def2-TZVPD basis set) results for a molecular structure, C28H29BF7Ge2MgN2O3Te in a non-equilibrium geometry.

The geometry in ORCA input format:
```
! RIJCOSX wB97M-V def2-TZVPD def2/J DEFGRID3
* xyz 0 2
Mg 0.09 -1.66 0.11
O -4.54 -4.02 4.82
C -4.08 -5.11 4.20
O -4.46 -6.21 4.48
C -3.04 -4.82 3.15
C -1.77 -5.39 3.25
C -0.77 -5.00 2.39
C -1.01 -4.07 1.36
C -2.33 -3.57 1.23
C -3.32 -3.93 2.14
N -0.06 -3.54 0.53
C 1.16 -4.08 0.36
C 2.19 -3.31 -0.22
C 3.47 -3.84 -0.48
C 4.46 -3.01 -0.93
C 4.19 -1.64 -1.14
C 2.91 -1.20 -0.91
N 1.92 -1.99 -0.48
H -4.06 -3.22 4.56
H -1.56 -6.08 4.05
H 0.24 -5.37 2.53
H -3.47 -2.40 0.22
H -4.32 -3.52 2.03
H 1.35 -5.11 0.65
H 3.66 -4.89 -0.30
H 5.46 -3.39 -1.13
H 4.95 -0.96 -1.48
H 2.65 -0.15 -1.06
F -0.75 -0.10 3.63
Te -1.24 -1.49 2.47
F 0.64 -2.02 2.79
F -3.09 -1.06 3.06
F 0.41 0.01 1.09
F -1.40 -2.51 4.06
O -2.57 -2.73 0.17
F -1.12 -0.39 -0.53
B -0.67 0.72 0.39
F -1.70 0.85 1.31
C 0.95 -0.06 -3.60
Ge -0.10 1.57 -3.17
C 0.54 2.97 -4.42
C -1.97 1.11 -3.62
Ge 0.02 2.26 -0.80
C -1.11 3.86 -0.53
C -1.24 4.38 0.75
C -2.10 5.44 1.00
C -2.84 5.99 -0.03
C -2.71 5.49 -1.32
C -1.85 4.43 -1.56
C 1.86 2.72 -0.28
C 2.77 3.25 -1.19
C 4.05 3.61 -0.79
C 4.43 3.44 0.53
C 3.54 2.92 1.45
C 2.26 2.56 1.05
H 0.75 -0.32 -4.64
H 0.66 -0.90 -2.97
H 2.02 0.11 -3.50
H 0.04 2.85 -5.38
H 1.62 2.86 -4.58
H 0.35 3.97 -4.05
H -2.09 1.08 -4.71
H -2.68 1.82 -3.22
H -2.21 0.12 -3.23
H -0.68 3.94 1.57
H -2.20 5.83 2.01
H -3.52 6.81 0.16
H -3.28 5.93 -2.13
H -1.75 4.04 -2.57
H 2.47 3.39 -2.22
H 4.74 4.03 -1.51
H 5.43 3.72 0.85
H 3.84 2.79 2.49
H 1.57 2.16 1.78
*
```

Molar mass ... 882.474 g mol⁻¹
Frontier orbital gap (spin up / spin down) ... 0.240 / 0.283 hartree
Relative energy (zero: lowest compared OMol25 entry of this formula, charge and spin) ... 465.2 kJ/mol
Maximum force ... 0.1176 Eh/bohr
Calculated total energy ... -6765.7514 Eh
E_HOMO (spin up / spin down) ... -7.0 / -9.0 eV

These are the Mulliken partial charges, in e, on atoms 1 to 2:
1. Mg 0.391
2. O -0.500